No. 1
DFT (ωB97M-V with the def2-TZVPD basis set) results for a 2-piece molecular cluster, C7H13N overall.

Orbital gap ... 8.5 eV
Multiplicity ... 1
M ... 111.19 g mol⁻¹
Electronic energy ... -329.09687 hartree

Each line ends with the Mulliken charge.
Cartesian coordinates (Å):
C (1.46, -1.33, 1.34)  -1.416
C (0.02, 1.76, -0.51)  -1.238
C (-0.82, 0.56, 1.53)  -1.786
C (-1.41, -0.51, -1.21)  -1.218
C (1.00, -0.49, 0.18)  0.326
C (-0.07, 0.43, 0.22)  1.231
C (0.72, -0.84, -2.05)  -0.365
N (1.43, -0.77, -1.04)  -0.298
H (1.08, -0.57, -3.05)  0.254
H (2.41, -1.80, 1.10)  0.433
H (1.59, -0.74, 2.25)  0.323
H (0.74, -2.13, 1.56)  0.297
H (0.49, 2.50, 0.15)  0.390
H (-0.97, 2.14, -0.77)  0.315
H (0.61, 1.70, -1.42)  0.352
H (-1.74, 1.13, 1.40)  0.446
H (-1.08, -0.41, 1.95)  0.357
H (-0.21, 1.10, 2.26)  0.429
H (-2.11, 0.01, -0.55)  0.471
H (-1.52, -1.58, -1.11)  0.327
H (-1.62, -0.18, -2.23)  0.371

---

No. 2
DFT (ωB97M-V with the def2-TZVPD basis set) results for C27H18Cl2FIN5O8Sn as an isolated structure in a non-equilibrium geometry.

Net charge ... -1
Orbital gap ... 7.4 eV
Multiplicity ... 1
M ... 875.99 g mol⁻¹
Electronic energy ... -3447.92455 hartree

Each line ends with the Mulliken charge.
Cartesian coordinates (Å):
Sn (0.35, -0.91, 0.19)  1.316
Cl (-3.28, -2.24, 3.08)  -0.139
C (-3.41, -2.71, 1.39)  0.030
Cl (-3.32, -4.46, 1.22)  -0.177
C (-2.24, -2.02, 0.65)  0.740
O (-1.31, -2.73, 0.24)  -0.664
O (-2.33, -0.79, 0.53)  -0.614
H (-4.38, -2.37, 1.02)  0.281
N (-4.00, 2.73, -5.53)  0.008
C (-4.50, 2.73, -6.80)  0.620
C (-5.32, 3.60, -7.50)  -0.956
C (-5.62, 3.27, -8.80)  -0.419
C (-5.13, 2.10, -9.40)  -0.429
C (-4.32, 1.23, -8.71)  -0.767
C (-3.99, 1.54, -7.39)  0.556
N (-3.23, 0.88, -6.48)  -0.617
C (-3.24, 1.59, -5.39)  -0.021
C (-2.50, 1.24, -4.19)  0.942
C (-2.47, 2.04, -3.04)  -0.595
C (-1.68, 1.65, -1.97)  -0.621
N (-0.93, 0.56, -1.98)  -0.218
C (-0.97, -0.22, -3.05)  -0.217
C (-1.73, 0.07, -4.17)  -0.777
H (-4.17, 3.43, -4.83)  0.179
H (-5.71, 4.50, -7.04)  0.371
H (-6.25, 3.93, -9.39)  0.371
H (-5.39, 1.89, -10.42)  0.371
H (-3.94, 0.33, -9.16)  0.443
H (-3.04, 2.96, -2.98)  0.265
H (-1.63, 2.25, -1.07)  0.443
H (-0.34, -1.10, -3.00)  0.527
H (-1.74, -0.57, -5.03)  0.494
F (5.56, -4.66, 2.16)  -0.322
C (4.87, -3.53, 1.88)  0.203
C (4.79, -3.11, 0.60)  -0.052
N (4.14, -1.96, 0.27)  0.118
C (4.06, -1.56, -1.11)  -0.922
C (2.87, -2.25, -1.87)  0.469
O (3.13, -2.84, -2.90)  -0.705
O (1.73, -2.09, -1.34)  -0.484
C (3.47, -1.23, 1.23)  0.598
O (2.87, -0.21, 0.93)  -0.722
N (3.57, -1.68, 2.50)  0.021
C (4.23, -2.80, 2.97)  0.351
O (4.26, -3.09, 4.14)  -0.659
H (5.26, -3.65, -0.20)  0.399
H (4.99, -1.78, -1.63)  0.355
H (3.86, -0.48, -1.14)  0.359
H (2.94, -1.18, 3.22)  0.266
I (-4.01, 2.70, 6.34)  0.021
C (-2.42, 1.63, 5.44)  0.026
C (-2.42, 1.47, 4.06)  -0.677
C (-1.39, 0.77, 3.47)  0.029
C (-0.36, 0.24, 4.25)  0.398
C (-0.37, 0.43, 5.62)  -0.460
C (-1.41, 1.12, 6.23)  -0.479
C (0.77, -0.51, 3.60)  0.354
O (1.88, -0.48, 4.14)  -0.890
O (0.50, -1.14, 2.53)  -0.735
H (-3.22, 1.87, 3.46)  0.406
H (-1.38, 0.62, 2.40)  0.195
H (0.43, 0.02, 6.22)  0.444
H (-1.43, 1.25, 7.30)  0.367

---

No. 3
DFT (ωB97M-V with the def2-TZVPD basis set) results for a 2-piece molecular cluster, C5H9NO overall in a non-equilibrium geometry.

Orbital gap ... 10.8 eV
Multiplicity ... 1
M ... 99.13 g mol⁻¹
Electronic energy ... -325.85201 hartree

Each line ends with the Mulliken charge.
Cartesian coordinates (Å):
C (-1.41, 0.38, 0.60)  -0.958
C (-0.82, 0.23, -0.58)  0.058
C (-0.44, -1.11, -1.16)  -0.325
C (-1.43, -1.49, -2.17)  0.166
N (-2.23, -1.75, -2.97)  -0.398
H (-1.72, 1.36, 0.95)  0.339
H (-1.61, -0.48, 1.24)  0.280
H (-0.65, 1.09, -1.23)  0.304
H (-0.41, -1.89, -0.38)  0.281
H (0.56, -1.09, -1.61)  0.224
C (1.58, 0.77, 1.55)  -0.620
O (1.84, 0.32, 0.24)  -0.453
H (0.89, 1.63, 1.59)  0.280
H (1.10, -0.05, 2.08)  0.237
H (2.51, 1.03, 2.08)  0.303
H (2.23, 1.05, -0.25)  0.282

---

No. 4
DFT (ωB97M-V with the def2-TZVPD basis set) results for C24H24CaClN5 as an isolated structure.

Net charge ... +2
Orbital gap ... 9.7 eV
Multiplicity ... 1
M ... 458.02 g mol⁻¹
Electronic energy ... -2340.19795 hartree

Each line ends with the Mulliken charge.
Cartesian coordinates (Å):
Ca (-0.12, 0.10, -1.01)  1.775
C (0.06, 1.40, 1.87)  -0.887
C (-0.74, 2.52, 1.20)  -1.143
C (-0.12, 3.19, -0.01)  0.635
C (0.33, 4.50, 0.07)  -0.914
C (0.87, 5.12, -1.04)  -0.345
C (0.96, 4.42, -2.23)  -0.836
C (0.51, 3.12, -2.24)  -0.168
N (-0.02, 2.50, -1.17)  -0.149
N (-0.13, 0.01, 1.35)  0.863
C (1.03, -0.83, 1.73)  -1.067
C (2.30, -0.50, 0.96)  0.430
C (3.54, -0.80, 1.52)  -0.970
C (4.68, -0.53, 0.79)  -0.543
C (4.57, 0.05, -0.47)  -0.783
C (3.30, 0.32, -0.94)  -0.484
N (2.18, 0.04, -0.26)  0.481
C (-1.41, -0.59, 1.79)  -1.627
C (-2.62, -0.33, 0.90)  0.761
C (-3.88, -0.56, 1.43)  -0.951
C (-4.99, -0.37, 0.63)  -0.474
C (-4.82, 0.06, -0.68)  -0.729
C (-3.53, 0.27, -1.13)  -0.724
N (-2.44, 0.07, -0.36)  0.694
H (-0.18, 1.38, 2.94)  0.493
H (1.13, 1.63, 1.80)  0.513
H (-0.88, 3.29, 1.95)  0.517
H (-1.75, 2.19, 0.95)  0.239
H (0.23, 5.04, 1.01)  0.430
H (1.21, 6.15, -0.98)  0.442
H (1.37, 4.86, -3.13)  0.436
H (0.55, 2.53, -3.15)  0.463
H (0.76, -1.88, 1.54)  0.527
H (1.24, -0.75, 2.80)  0.477
H (3.60, -1.23, 2.51)  0.521
H (5.66, -0.76, 1.20)  0.465
H (5.43, 0.29, -1.07)  0.486
H (3.17, 0.78, -1.92)  0.438
H (-1.65, -0.28, 2.81)  0.463
H (-1.27, -1.67, 1.84)  0.536
H (-4.00, -0.88, 2.46)  0.528
H (-5.99, -0.54, 1.02)  0.458
H (-5.65, 0.24, -1.34)  0.459
H (-3.35, 0.61, -2.14)  0.439
Cl (2.80, -5.10, -1.40)  -0.171
C (1.23, -4.40, -1.32)  0.094
C (0.10, -5.18, -1.19)  -0.240
C (-1.13, -4.54, -1.13)  -0.765
C (-1.17, -3.16, -1.20)  -0.282
N (-0.07, -2.40, -1.32)  -0.165
C (1.11, -3.02, -1.38)  -0.511
H (0.18, -6.26, -1.13)  0.473
H (-2.05, -5.10, -1.05)  0.435
H (-2.12, -2.63, -1.17)  0.433
H (2.00, -2.41, -1.48)  0.523

---

No. 5
DFT (ωB97M-V with the def2-TZVPD basis set) results for a 2-piece molecular cluster, CH3Cl2FSi overall in a non-equilibrium geometry.

Orbital gap ... 8.8 eV
Multiplicity ... 1
M ... 133.03 g mol⁻¹
Electronic energy ... -1349.66867 hartree

Each line ends with the Mulliken charge.
Cartesian coordinates (Å):
C (0.13, -0.07, -0.64)  -0.712
Si (-1.56, 0.12, -0.29)  0.583
Cl (-2.79, -1.39, -0.08)  -0.157
Cl (-2.71, 1.77, 0.14)  -0.188
H (0.57, -0.97, -0.82)  0.300
H (0.77, 0.88, -0.52)  0.170
F (2.67, 0.27, 1.23)  -0.385
H (2.92, -0.59, 0.98)  0.389